P) # C5H9F

A single C5H9F molecule (wB97M-V/def2-TZVPD, OMol25).

Results
HOMO level	-9.484	eV
Kohn-Sham gap	10.58	eV
structure (SMILES)	C=C(F)CCC

Positions of all 15 atoms, in Å:
H (-0.31216, -1.54009, 1.54297)
C (-2.03861, 0.83536, 0.00432)
H (1.70690, 1.34978, -0.02694)
F (-1.45197, -1.26240, -0.87388)
C (1.43934, 0.54036, -0.73700)
H (-1.92841, 1.66961, 0.66381)
H (-0.04230, 0.39158, 1.60435)
H (0.90438, -1.55225, -0.48922)
H (2.34560, 0.24302, -1.29061)
C (-1.26454, -0.26306, 0.00984)
H (0.62064, 0.80287, -1.37308)
C (-0.15817, -0.56664, 0.93502)
H (-2.77160, 0.98165, -0.79286)
C (1.08562, -0.69792, 0.06899)
H (1.86529, -0.93188, 0.75428)

---

Q) # C5H9F

A single C5H9F molecule (wB97M-V/def2-TZVPD, OMol25).

Results
HOMO level	-9.023	eV
Kohn-Sham gap	10.02	eV
structure (SMILES)	C/C=C(/C)CF

Positions of all 15 atoms, in Å:
H (-1.91157, -1.62225, -0.10275)
C (2.09583, -0.54242, 0.03842)
H (0.30412, -1.97191, -0.46637)
H (-2.64828, -0.30262, 0.63241)
C (-1.77694, -0.52261, -0.11285)
H (-2.12051, -0.21202, -1.11028)
H (2.80556, -0.93696, 0.85273)
C (-0.38777, -0.00578, 0.01145)
C (-0.40648, 1.51962, 0.23896)
H (-1.35040, 1.96875, -0.29799)
H (2.60352, -0.83627, -0.77415)
H (-0.70845, 1.72773, 1.33278)
H (2.12603, 0.69041, -0.00235)
F (0.76672, 2.00022, -0.28685)
C (0.60862, -0.95387, 0.04684)

---

Stability verdict: P), ahead by 1.617 eV

---

P) # H2LiO

A molecular structure, H2LiO (wB97M-V/def2-TZVPD, OMol25).

Results
HOMO level	-14.609	eV
Kohn-Sham gap	8.79	eV
net charge	+1

Positions of all 4 atoms, in Å:
H (0.59810, -1.62740, -0.52907)
O (0.10928, -0.79474, -0.33934)
H (-0.66262, -0.81578, -0.94924)
Li (-0.04475, 3.23792, 1.81764)

---

Q) # H2LiO

A molecular structure, H2LiO (wB97M-V/def2-TZVPD, OMol25).

Results
HOMO level	-14.109	eV
Kohn-Sham gap	8.26	eV
net charge	+1

Positions of all 4 atoms, in Å:
H (-0.20378, 1.58447, 0.99971)
O (-0.55787, 0.80817, 0.50959)
H (-1.37444, 1.14162, 0.07340)
Li (2.13608, -3.53427, -1.58270)

---

Stability verdict: P), ahead by 0.076 eV

---

P) # C6H13N3O

A molecular structure, C6H13N3O (wB97M-V/def2-TZVPD, OMol25).

Results
HOMO level	-7.510	eV
Kohn-Sham gap	8.32	eV

Positions of all 23 atoms, in Å:
H (-1.75001, -1.98858, 0.27142)
N (0.56013, 1.38531, -2.47579)
N (-1.34953, -0.77161, 3.17827)
C (-0.46017, 0.00389, 2.49904)
H (-1.89183, -1.47843, 2.71807)
H (1.68114, 1.24024, 1.53730)
H (1.56903, 2.18198, 0.04897)
C (0.38870, 0.42561, 0.08657)
H (0.45590, -1.76797, -1.71878)
H (2.49219, 0.67532, 0.05551)
C (-1.83275, -0.91400, 0.09211)
O (0.30322, 0.73674, 3.10361)
H (1.56044, 1.58496, -2.38773)
H (1.88695, -0.80914, -2.18864)
H (-1.98348, -0.75337, -0.97511)
H (-1.38469, -0.71280, 4.18936)
H (0.00570, 2.19713, -2.23360)
C (0.79239, -0.90245, -2.28317)
H (0.57306, -1.04905, -3.34673)
H (-2.71396, -0.54320, 0.61852)
N (0.12722, 0.27767, -1.77984)
C (1.60095, 1.16646, 0.45262)
C (-0.63060, -0.18469, 0.53801)

---

Q) # C6H13N3O

2 unconnected molecules or ions with the total composition C6H13N3O (wB97M-V/def2-TZVPD, OMol25).

Results
HOMO level	-9.077	eV
Kohn-Sham gap	10.04	eV
structure (SMILES)	CN(C)C(N)=O.CCC#N

Positions of all 23 atoms, in Å:
H (3.67473, 0.66273, -1.25265)
N (-1.77722, -1.76214, -0.65293)
H (-1.56946, -0.56137, 1.88805)
H (2.73542, -1.57912, -0.69136)
C (-2.19465, 0.12644, 1.31059)
H (-1.64321, 2.52835, 0.06883)
C (1.42593, -0.88340, 0.74049)
N (-1.58427, 0.44332, 0.03873)
H (-2.30707, 1.04917, 1.87515)
H (-1.67502, -2.42381, -1.40169)
N (0.83215, -1.03985, 1.70677)
H (-0.46839, 1.79301, -1.04514)
C (-1.27832, -0.51286, -0.88203)
C (-0.91864, 1.72187, -0.05715)
C (3.11946, 0.52599, -0.32788)
H (3.82689, 0.36698, 0.48421)
H (2.55815, 1.43551, -0.12458)
C (2.17343, -0.66824, -0.46673)
H (-3.18907, -0.30443, 1.17129)
H (-2.45916, -1.95245, 0.05559)
O (-0.59452, -0.28514, -1.86943)
H (-0.13944, 1.81440, 0.70546)
H (1.45229, -0.49496, -1.27364)

---

R) # C6H13N3O

A molecular structure, C6H13N3O (wB97M-V/def2-TZVPD, OMol25).

Results
HOMO level	-8.982	eV
Kohn-Sham gap	9.67	eV

Positions of all 23 atoms, in Å:
H (-0.43633, 3.24812, 1.00972)
C (-0.38682, 2.28134, 1.50538)
H (1.77810, 1.40285, 0.15746)
H (-1.12123, -2.89451, -0.79895)
H (0.20322, -2.40956, 1.26379)
N (0.87464, 0.06832, -1.33897)
C (0.74230, 1.23044, -0.43622)
H (-1.19542, 2.02937, 1.92761)
H (-1.24480, 0.62409, -0.07024)
N (-0.27264, -0.18681, 1.29835)
H (2.25517, -0.85739, -0.21399)
C (0.02905, -1.29659, 0.50675)
H (0.43987, 1.99673, -1.31344)
H (-1.31856, -1.11892, -1.01876)
O (0.32575, -0.66215, -3.19742)
C (1.12650, -1.13415, -0.54446)
N (0.12037, 0.18493, -2.40911)
H (0.58083, 2.20246, 2.40122)
H (0.48498, 0.02030, 1.60640)
H (0.99025, -1.93093, -1.28412)
C (-0.33568, 0.96712, 0.50560)
C (-1.33644, -1.80343, -0.20147)
H (-2.30312, -1.96162, 0.64486)

---

Stability verdict: Q), ahead by 4.429 eV